<w>
This record from OMol25 describes the ion C4H6N with charge +1. The level of theory is the ωB97M-V functional and the def2-TZVPD basis.

Results
**Total charge**: +1
**SMILES**: C1[C@]23C[C@]12[NH2+]3
**LUMO energy**: -0.168 hartree

Each line ends with the natural charge from an NBO analysis.
CARTESIAN COORDINATES (ANGSTROEM)
C1 1.293 0.181 0.085  -0.388
C2 0.006 0.097 -0.843  0.168
C3 -0.833 0.995 0.032  -0.428
C4 -0.002 -0.054 0.758  0.155
N1 -0.413 -1.154 -0.058  -0.551
H1 1.880 1.170 -0.046  0.310
H2 1.732 -0.808 -0.018  0.237
H3 -1.943 0.996 -0.231  0.281
H4 -0.370 2.014 0.035  0.281
H5 0.048 -2.033 -0.216  0.468
H6 -1.497 -1.192 -0.077  0.467

=====

<x>
This record from OMol25 describes a structure of composition C4H6N. The level of theory is the ωB97M-V functional and the def2-TZVPD basis.

Results
**Total charge**: +1
**LUMO energy (alpha / beta)**: -0.262 / -0.271 hartree

Each line ends with the natural charge from an NBO analysis.
CARTESIAN COORDINATES (ANGSTROEM)
C1 -0.533 -1.151 -0.915  -0.170
C2 -0.303 -1.636 0.327  0.334
C3 0.105 0.092 1.351  -0.278
C4 0.218 0.898 0.105  -0.319
N1 -0.034 0.076 -1.059  -0.333
H1 -0.857 -1.720 -1.779  0.278
H2 -0.667 0.315 2.068  0.256
H3 1.004 -0.349 1.762  0.256
H4 -0.477 1.750 0.060  0.258
H5 1.231 1.323 0.041  0.271
H6 0.313 0.402 -1.960  0.446

=====

Unit: eV. Relative energies: <w> 0.000; <x> 1.022.

=====

<w>
This record from OMol25 describes a structure of composition C38H28GeN4O4S2W. The level of theory is the ωB97M-V functional and the def2-TZVPD basis.

Results
**⟨S²⟩**: 2.080
**Spin multiplicity**: 3
**LUMO energy (alpha / beta)**: -0.014 / -0.016 hartree

Each line ends with the Löwdin charge.
CARTESIAN COORDINATES (ANGSTROEM)
W1 -0.021 0.130 -0.073  1.382
O1 -1.465 1.229 3.665  0.129
C1 -1.225 1.056 2.497  -0.428
N1 -0.035 0.626 1.932  -0.018
C2 1.132 0.561 2.661  -0.414
O2 1.316 0.871 3.812  0.122
C3 2.271 -0.005 1.838  -0.163
C4 3.507 -0.223 2.415  0.021
C5 4.489 -0.837 1.659  -0.030
C6 4.203 -1.221 0.357  -0.042
C7 2.954 -0.945 -0.162  -0.166
N2 2.010 -0.340 0.566  -0.050
C8 -2.302 1.275 1.458  -0.187
C9 -3.550 1.722 1.839  0.028
C10 -4.514 1.915 0.863  -0.020
C11 -4.198 1.655 -0.460  -0.030
C12 -2.927 1.214 -0.766  -0.115
N3 -1.996 1.023 0.175  -0.042
H1 3.653 0.079 3.442  0.126
H2 5.467 -1.027 2.082  0.114
H3 4.939 -1.714 -0.261  0.113
H4 2.687 -1.199 -1.178  0.101
H5 -3.726 1.910 2.888  0.128
H6 -5.501 2.266 1.133  0.115
H7 -4.917 1.789 -1.255  0.115
H8 -2.639 1.008 -1.787  0.114
O3 -1.364 3.702 -1.115  -0.288
S1 -0.242 3.620 -0.218  0.644
O4 -0.526 3.600 1.191  -0.268
N4 0.719 2.326 -0.633  -0.233
C13 1.889 2.728 -1.160  -0.826
S2 3.069 1.756 -1.800  0.708
C14 2.053 4.215 -1.133  -0.237
C15 3.141 4.966 -1.547  -0.029
C16 3.074 6.345 -1.417  -0.060
C17 1.944 6.968 -0.888  -0.064
C18 0.850 6.220 -0.477  -0.028
C19 0.946 4.849 -0.614  -0.228
H9 4.012 4.470 -1.955  0.094
H10 3.914 6.952 -1.729  0.106
H11 1.922 8.046 -0.797  0.107
H12 -0.035 6.685 -0.065  0.124
C20 -0.746 -1.655 0.093  -0.387
Ge1 -1.307 -2.631 -1.479  0.894
C21 -3.169 -2.154 -1.856  -0.289
C22 -3.558 -1.647 -3.095  -0.111
C23 -4.862 -1.218 -3.314  -0.089
C24 -5.798 -1.293 -2.292  -0.099
C25 -5.426 -1.797 -1.052  -0.092
C26 -4.122 -2.218 -0.838  -0.111
C27 -0.191 -1.883 -2.899  -0.286
C28 0.001 -0.502 -2.907  -0.183
C29 0.828 0.130 -3.824  -0.102
C30 1.496 -0.641 -4.764  -0.076
C31 1.328 -2.019 -4.772  -0.074
C32 0.493 -2.637 -3.847  -0.090
C33 -1.076 -4.564 -1.399  -0.284
C34 -2.046 -5.441 -1.877  -0.105
C35 -1.850 -6.816 -1.820  -0.089
C36 -0.679 -7.328 -1.282  -0.093
C37 0.296 -6.465 -0.799  -0.090
C38 0.096 -5.093 -0.857  -0.113
H13 -1.044 -2.134 1.034  -0.012
H14 -2.835 -1.576 -3.901  0.099
H15 -5.145 -0.828 -4.284  0.102
H16 -6.815 -0.962 -2.461  0.101
H17 -6.151 -1.855 -0.250  0.103
H18 -3.844 -2.593 0.142  0.105
H19 -0.603 0.147 -2.246  0.048
H20 0.955 1.203 -3.794  0.090
H21 2.150 -0.167 -5.484  0.107
H22 1.853 -2.619 -5.505  0.104
H23 0.381 -3.715 -3.863  0.102
H24 -2.967 -5.051 -2.296  0.097
H25 -2.614 -7.486 -2.194  0.101
H26 -0.526 -8.398 -1.235  0.101
H27 1.210 -6.862 -0.374  0.101
H28 0.860 -4.427 -0.468  0.098

=====

<x>
This record from OMol25 describes a structure of composition C38H28GeN4O4S2W. The level of theory is the ωB97M-V functional and the def2-TZVPD basis.

Results
**⟨S²⟩**: 2.041
**Spin multiplicity**: 3
**LUMO energy (alpha / beta)**: -0.017 / -0.026 hartree

Each line ends with the Löwdin charge.
CARTESIAN COORDINATES (ANGSTROEM)
W1 -0.364 0.401 -0.115  1.347
O1 -3.386 2.314 2.099  0.116
C1 -2.561 1.590 1.598  -0.461
N1 -1.438 1.946 0.877  -0.016
C2 -1.208 3.256 0.498  -0.424
O2 -1.640 4.267 0.988  0.125
C3 -0.289 3.340 -0.716  -0.174
C4 -0.004 4.564 -1.285  0.020
C5 0.817 4.596 -2.401  -0.031
C6 1.332 3.413 -2.905  -0.030
C7 1.009 2.220 -2.283  -0.089
N2 0.205 2.195 -1.215  -0.033
C8 -2.738 0.082 1.674  -0.190
C9 -3.777 -0.460 2.403  0.016
C10 -3.925 -1.837 2.412  -0.029
C11 -3.035 -2.625 1.698  -0.030
C12 -2.015 -2.015 0.994  -0.090
N3 -1.879 -0.686 0.987  -0.037
H1 -0.428 5.451 -0.837  0.128
H2 1.056 5.542 -2.870  0.116
H3 1.982 3.398 -3.769  0.114
H4 1.396 1.267 -2.622  0.102
H5 -4.436 0.210 2.935  0.129
H6 -4.728 -2.295 2.975  0.116
H7 -3.119 -3.702 1.685  0.113
H8 -1.284 -2.577 0.427  0.117
O3 1.765 -1.126 -2.904  -0.290
S1 0.562 -1.844 -2.593  0.636
O4 0.652 -3.070 -1.856  -0.280
N4 -0.520 -0.826 -1.843  -0.308
C13 -1.616 -0.566 -2.574  -0.838
S2 -2.817 0.463 -2.083  0.700
C14 -1.583 -1.274 -3.889  -0.225
C15 -2.529 -1.240 -4.898  -0.020
C16 -2.283 -1.981 -6.046  -0.056
C17 -1.120 -2.737 -6.179  -0.062
C18 -0.169 -2.772 -5.167  -0.027
C19 -0.434 -2.028 -4.034  -0.222
H9 -3.427 -0.648 -4.779  0.105
H10 -3.006 -1.973 -6.851  0.108
H11 -0.954 -3.306 -7.084  0.108
H12 0.738 -3.353 -5.263  0.124
C20 1.191 -0.440 0.608  -0.409
Ge1 1.528 0.420 2.339  0.896
C21 2.002 2.296 2.017  -0.271
C22 1.815 3.326 2.938  -0.102
C23 2.209 4.627 2.651  -0.081
C24 2.819 4.920 1.440  -0.091
C25 3.040 3.903 0.522  -0.096
C26 2.631 2.609 0.810  -0.135
C27 0.016 0.239 3.572  -0.285
C28 -0.245 -1.043 4.064  -0.115
C29 -1.289 -1.275 4.946  -0.090
C30 -2.095 -0.220 5.360  -0.095
C31 -1.858 1.056 4.876  -0.082
C32 -0.813 1.280 3.986  -0.121
C33 3.056 -0.405 3.250  -0.272
C34 4.026 -1.101 2.534  -0.108
C35 5.133 -1.649 3.171  -0.092
C36 5.282 -1.507 4.543  -0.098
C37 4.323 -0.817 5.272  -0.092
C38 3.220 -0.273 4.629  -0.109
H13 1.858 -1.254 0.313  -0.023
H14 1.359 3.127 3.901  0.094
H15 2.039 5.412 3.377  0.103
H16 3.128 5.933 1.216  0.100
H17 3.533 4.117 -0.420  0.101
H18 2.799 1.823 0.080  0.088
H19 0.381 -1.876 3.759  0.108
H20 -1.472 -2.277 5.316  0.103
H21 -2.907 -0.397 6.054  0.103
H22 -2.493 1.881 5.174  0.112
H23 -0.674 2.280 3.592  0.093
H24 3.927 -1.222 1.460  0.089
H25 5.875 -2.188 2.596  0.100
H26 6.143 -1.933 5.043  0.099
H27 4.434 -0.705 6.343  0.100
H28 2.476 0.252 5.218  0.100

=====

Unit: eV. Relative energies: <w> 0.760; <x> 0.000.

=====

<w>
This record from OMol25 describes an isolated molecule of C20H33N3O4S. The level of theory is the ωB97M-V functional and the def2-TZVPD basis.

Results
**SMILES**: CCNS(=O)(=O)CC(=O)N(C)C[C@H](C)NC(=O)C[C@H](C)c1ccc(CC)cc1
**LUMO energy**: 0.022 hartree

Each line ends with the natural charge from an NBO analysis.
CARTESIAN COORDINATES (ANGSTROEM)
C1 -0.381 -4.520 -1.960  -0.627
C2 0.614 -3.737 -2.801  -0.228
N1 0.008 -2.650 -3.578  -0.894
S1 -0.316 -1.194 -2.922  2.330
O1 -1.314 -0.591 -3.763  -0.947
O2 -0.535 -1.320 -1.504  -0.959
C3 1.198 -0.251 -3.130  -0.765
C4 2.195 -0.537 -2.020  0.678
O3 3.063 -1.379 -2.218  -0.649
N2 2.062 0.127 -0.852  -0.430
C5 1.045 1.123 -0.546  -0.397
C6 2.996 -0.171 0.233  -0.232
C7 2.554 -1.300 1.174  -0.050
C8 2.358 -2.633 0.460  -0.622
N3 1.325 -1.003 1.899  -0.620
C9 1.237 -0.055 2.860  0.689
O4 2.158 0.710 3.107  -0.647
C10 -0.057 -0.022 3.651  -0.483
C11 -0.681 1.377 3.708  -0.226
C12 -1.803 1.417 4.750  -0.595
C13 -1.187 1.830 2.354  -0.067
C14 -2.159 1.100 1.668  -0.172
C15 -2.662 1.543 0.455  -0.217
C16 -2.216 2.734 -0.113  -0.012
C17 -2.757 3.208 -1.439  -0.419
C18 -2.002 2.615 -2.630  -0.602
C19 -1.240 3.457 0.565  -0.239
C20 -0.732 3.011 1.779  -0.152
H1 0.128 -5.324 -1.427  0.214
H2 -0.865 -3.871 -1.232  0.226
H3 -1.154 -4.969 -2.587  0.204
H4 1.402 -3.301 -2.186  0.228
H5 1.118 -4.391 -3.515  0.205
H6 -0.655 -2.889 -4.304  0.418
H7 1.636 -0.557 -4.076  0.273
H8 0.886 0.786 -3.199  0.256
H9 0.487 1.420 -1.426  0.209
H10 0.328 0.747 0.181  0.219
H11 1.527 2.009 -0.131  0.204
H12 3.951 -0.460 -0.205  0.231
H13 3.140 0.740 0.814  0.231
H14 3.355 -1.394 1.914  0.210
H15 3.227 -2.870 -0.150  0.239
H16 2.202 -3.434 1.185  0.210
H17 1.488 -2.586 -0.200  0.210
H18 0.510 -1.553 1.684  0.403
H19 -0.778 -0.750 3.273  0.200
H20 0.208 -0.333 4.665  0.235
H21 0.109 2.064 4.021  0.226
H22 -2.250 2.410 4.799  0.217
H23 -2.596 0.708 4.500  0.201
H24 -1.423 1.162 5.740  0.209
H25 -2.540 0.178 2.091  0.199
H26 -3.417 0.958 -0.057  0.212
H27 -3.814 2.942 -1.512  0.209
H28 -2.705 4.298 -1.479  0.205
H29 -2.414 2.973 -3.575  0.212
H30 -0.948 2.897 -2.597  0.191
H31 -2.068 1.525 -2.631  0.226
H32 -0.877 4.387 0.143  0.209
H33 0.030 3.589 2.289  0.208

=====

<x>
This record from OMol25 describes an isolated molecule of C20H33N3O4S. The level of theory is the ωB97M-V functional and the def2-TZVPD basis.

Results
**SMILES**: CCNS(=O)(=O)CC(=O)N(C)C[C@H](C)NC(=O)C[C@H](C)c1ccc(CC)cc1
**LUMO energy**: 0.017 hartree

Each line ends with the natural charge from an NBO analysis.
CARTESIAN COORDINATES (ANGSTROEM)
C1 -4.459 2.610 7.746  -0.625
C2 -4.002 2.244 6.344  -0.224
N1 -4.111 3.361 5.397  -0.889
S1 -2.931 4.475 5.268  2.350
O1 -3.581 5.744 5.093  -0.955
O2 -1.954 4.283 6.297  -0.945
C3 -2.155 4.176 3.687  -0.782
C4 -1.572 2.784 3.498  0.695
O3 -1.665 1.939 4.371  -0.634
N2 -0.977 2.542 2.296  -0.433
C5 -0.832 3.531 1.243  -0.411
C6 -0.527 1.187 2.009  -0.213
C7 0.981 1.031 1.744  -0.061
C8 1.333 1.190 0.268  -0.621
N3 1.348 -0.306 2.211  -0.623
C9 2.644 -0.726 2.303  0.701
O4 3.575 -0.151 1.771  -0.632
C10 2.854 -1.950 3.173  -0.482
C11 3.647 -1.556 4.434  -0.230
C12 3.716 -2.724 5.413  -0.595
C13 3.057 -0.300 5.041  -0.039
C14 1.765 -0.276 5.560  -0.186
C15 1.186 0.915 5.976  -0.219
C16 1.888 2.115 5.909  -0.012
C17 1.246 3.417 6.314  -0.419
C18 1.199 4.424 5.164  -0.596
C19 3.192 2.081 5.424  -0.217
C20 3.763 0.896 4.988  -0.193
H1 -4.392 1.742 8.403  0.215
H2 -3.833 3.402 8.156  0.224
H3 -5.497 2.952 7.748  0.198
H4 -2.966 1.923 6.335  0.244
H5 -4.596 1.424 5.938  0.196
H6 -5.012 3.820 5.356  0.411
H7 -2.926 4.386 2.947  0.258
H8 -1.389 4.949 3.610  0.267
H9 -1.497 4.375 1.393  0.213
H10 0.192 3.909 1.187  0.204
H11 -1.083 3.075 0.285  0.208
H12 -0.812 0.599 2.879  0.240
H13 -1.084 0.811 1.144  0.192
H14 1.526 1.773 2.341  0.205
H15 1.081 2.187 -0.092  0.201
H16 2.396 1.026 0.117  0.253
H17 0.777 0.459 -0.322  0.204
H18 0.725 -0.716 2.887  0.395
H19 1.898 -2.396 3.462  0.197
H20 3.411 -2.693 2.600  0.236
H21 4.659 -1.308 4.107  0.220
H22 4.321 -2.466 6.282  0.218
H23 2.720 -2.999 5.768  0.200
H24 4.154 -3.603 4.937  0.209
H25 1.188 -1.193 5.621  0.196
H26 0.165 0.921 6.339  0.219
H27 0.231 3.228 6.661  0.232
H28 1.796 3.854 7.152  0.208
H29 0.635 5.312 5.451  0.218
H30 2.200 4.736 4.861  0.202
H31 0.723 3.973 4.290  0.186
H32 3.767 2.999 5.369  0.208
H33 4.763 0.901 4.572  0.215

=====

Unit: eV. Relative energies: <w> 0.000; <x> 0.397.

=====

<w>
This record from OMol25 describes a structure of composition C5H8AuLiO3. The level of theory is the ωB97M-V functional and the def2-TZVPD basis.

Results
**⟨S²⟩**: 3.782
**Spin multiplicity**: 4
**Total charge**: +3
**LUMO energy (alpha / beta)**: -0.448 / -0.684 hartree

Each line ends with the natural charge from an NBO analysis.
CARTESIAN COORDINATES (ANGSTROEM)
C1 -1.970 -0.322 -3.351  -0.143
C2 -2.849 -0.102 -2.385  -0.236
H1 -1.357 0.474 -3.790  0.284
H2 -1.810 -1.343 -3.728  0.306
H3 -3.747 -0.615 -2.022  0.308
Au1 -1.708 0.647 -0.838  1.143
O1 1.185 0.832 1.244  -0.315
Li1 2.490 2.347 1.833  0.985
O2 1.059 2.901 0.630  -0.367
C3 0.528 1.789 0.550  0.948
O3 -0.478 1.464 -0.128  -0.708
C4 0.739 -0.537 1.238  -0.121
C5 1.694 -1.356 2.069  -0.651
H4 -0.278 -0.569 1.651  0.331
H5 0.718 -0.889 0.197  0.322
H6 1.713 -1.006 3.109  0.307
H7 1.361 -2.402 2.061  0.306
H8 2.711 -1.315 1.657  0.301

=====

<x>
This record from OMol25 describes a structure of composition C5H8AuLiO3. The level of theory is the ωB97M-V functional and the def2-TZVPD basis.

Results
**⟨S²⟩**: 3.759
**Spin multiplicity**: 4
**Total charge**: +3
**LUMO energy (alpha / beta)**: -0.546 / -0.661 hartree

Each line ends with the natural charge from an NBO analysis.
CARTESIAN COORDINATES (ANGSTROEM)
C1 -0.564 -0.988 2.560  -0.312
C2 -0.687 -2.189 3.231  0.235
H1 0.276 -0.383 2.939  0.256
H2 -1.386 -0.099 2.637  0.242
H3 -1.416 -2.947 2.906  0.176
Li1 -1.692 -2.028 -0.090  0.990
O1 0.635 0.591 -0.465  -0.434
Au1 0.144 3.142 0.951  1.466
O2 -0.395 1.441 1.263  -0.580
C3 -0.150 0.450 0.553  1.081
O3 -0.507 -0.759 0.905  -0.602
C4 0.170 0.521 -1.830  -0.077
C5 1.382 0.564 -2.724  -0.643
H4 -0.358 -0.437 -1.957  0.189
H5 -0.464 1.402 -2.018  0.221
H6 2.010 -0.319 -2.558  0.258
H7 1.041 0.567 -3.767  0.289
H8 1.963 1.474 -2.534  0.245

=====

Unit: eV. Relative energies: <w> 0.000; <x> 0.139.

=====

<w>
This record from OMol25 describes the ion C5H13NS with charge +1. The level of theory is the ωB97M-V functional and the def2-TZVPD basis.

Results
**⟨S²⟩**: 0.754
**Spin multiplicity**: 2
**Total charge**: +1
**LUMO energy (alpha / beta)**: -0.114 / -0.292 hartree

Each line ends with the natural charge from an NBO analysis.
CARTESIAN COORDINATES (ANGSTROEM)
C1 0.998 -0.561 0.449  -0.415
C2 1.604 -0.316 -0.908  -0.439
C3 0.824 -1.037 -2.024  -0.505
S1 -0.353 0.122 -2.879  -0.038
C4 0.256 0.727 0.905  -0.298
N1 -0.757 0.497 1.917  -0.098
C5 -2.086 1.007 1.586  -0.470
H1 0.308 -1.447 0.496  0.210
H2 1.651 -1.051 1.185  0.244
H3 1.666 0.751 -1.195  0.232
H4 2.640 -0.633 -0.880  0.243
H5 0.355 -1.971 -1.739  0.230
H6 1.539 -1.317 -2.803  0.244
H7 -1.546 -0.281 -2.353  0.125
H8 -0.226 1.126 0.009  0.256
H9 1.040 1.397 1.274  0.285
H10 -0.735 -0.437 2.330  0.413
H11 -2.608 1.036 2.535  0.255
H12 -2.006 2.042 1.248  0.253
H13 -2.566 0.347 0.847  0.272

=====

<x>
This record from OMol25 describes a cluster of 2 separate species, C5H13NS in total. The level of theory is the ωB97M-V functional and the def2-TZVPD basis.

Results
**⟨S²⟩**: 0.939
**Spin multiplicity**: 2
**Total charge**: +1
**LUMO energy (alpha / beta)**: -0.297 / -0.309 hartree

Each line ends with the natural charge from an NBO analysis.
CARTESIAN COORDINATES (ANGSTROEM)
C1 -0.051 -0.476 -2.112  -0.351
C2 -0.775 0.749 -1.514  -0.654
S1 0.251 2.208 -1.549  0.200
C3 0.794 -1.354 -1.015  -0.308
N1 -0.150 -1.691 0.027  -0.198
C4 0.102 0.124 1.965  -0.446
C5 0.089 1.567 1.606  -0.634
H1 -0.617 -1.329 -2.402  0.222
H2 0.697 -0.277 -2.764  0.238
H3 -0.908 0.525 -0.476  0.246
H4 -1.876 0.806 -1.686  0.275
H5 -0.051 -2.626 0.473  0.395
H6 1.565 -0.794 -0.412  0.299
H7 1.184 -2.266 -1.480  0.252
H8 -1.008 -0.124 2.279  0.237
H9 0.281 -0.831 1.227  0.210
H10 0.447 -0.036 2.986  0.266
H11 -0.608 1.767 0.761  0.230
H12 1.029 1.970 1.541  0.232
H13 -0.394 2.088 2.546  0.290

=====

Unit: eV. Relative energies: <w> 0.000; <x> 5.332.